Entry 1:
A cluster of 7 separate species, C33H43IO15 in total in a non-equilibrium geometry, computed with ωB97M-V/def2-TZVPD.

Geometry as XYZ:
```
92
Properties=species:S:1:pos:R:3:forces:R:3
O -0.770 0.436 4.292 0.685 0.230 -1.314
C 0.111 0.763 3.552 0.639 -0.527 0.473
O 0.036 1.356 2.331 -0.666 0.076 0.356
C 1.357 1.813 1.939 -0.878 -0.050 0.441
I 1.109 3.782 1.077 0.256 -0.711 0.123
C 1.997 1.850 3.341 0.795 -0.256 -1.286
C 3.489 1.926 3.507 -0.428 0.145 -0.071
C 4.383 0.896 3.244 -0.996 -0.526 -0.390
C 5.717 1.111 3.484 1.004 -0.951 -0.109
C 6.196 2.303 3.972 0.588 0.725 0.355
C 5.319 3.332 4.231 -0.181 0.316 0.021
C 3.980 3.119 3.992 -0.572 0.860 0.271
O 1.471 0.614 3.837 -1.131 0.595 0.736
H 1.708 1.069 1.220 0.427 0.473 0.011
H 1.515 2.726 3.801 0.175 -0.349 0.414
H 4.022 -0.066 2.861 0.245 0.344 0.206
H 6.437 0.314 3.316 -0.228 0.006 -0.110
H 7.252 2.463 4.175 -0.085 -0.252 -0.119
H 5.616 4.300 4.620 0.235 -0.194 -0.042
H 3.282 3.925 4.214 0.054 -0.131 -0.045
O 4.576 -2.658 0.683 0.107 0.247 0.198
C 3.690 -2.984 1.418 0.156 -0.330 -0.333
C 2.538 -3.911 1.098 -0.402 0.272 0.272
C 1.570 -3.625 2.237 -0.322 -0.090 -0.075
C 2.500 -3.219 3.363 -0.162 -0.028 0.152
O 3.615 -2.575 2.710 0.017 0.110 -0.095
H 2.896 -4.942 1.114 0.074 0.029 -0.090
H 2.109 -3.673 0.128 0.196 -0.091 -0.095
H 0.928 -4.466 2.494 0.075 -0.003 0.104
H 0.933 -2.781 1.965 0.016 -0.025 -0.025
H 2.869 -4.074 3.925 0.018 -0.009 -0.062
H 2.031 -2.519 4.054 0.198 0.113 -0.010
O -0.271 -1.648 0.136 0.224 -0.254 -0.271
C -1.404 -2.027 0.243 -0.079 0.558 0.219
C -2.352 -1.702 1.367 -0.105 -0.678 0.581
C -3.456 -2.736 1.172 -0.075 0.082 0.179
C -3.403 -2.978 -0.327 -0.308 -0.127 0.007
O -2.022 -2.791 -0.690 0.146 -0.004 0.048
H -2.710 -0.687 1.230 0.257 -0.211 0.258
H -1.868 -1.809 2.337 0.180 0.137 -0.092
H -4.435 -2.412 1.520 -0.001 0.048 -0.107
H -3.196 -3.653 1.706 -0.045 -0.017 -0.043
H -4.005 -2.261 -0.883 0.028 0.032 0.038
H -3.715 -3.986 -0.596 0.222 -0.015 -0.126
O -3.436 0.126 -0.296 -0.831 0.284 -0.549
C -3.638 0.625 -1.372 0.664 0.182 0.078
C -2.680 1.503 -2.137 -0.850 0.369 0.132
C -3.596 2.147 -3.170 0.094 0.153 0.015
C -4.658 1.079 -3.359 0.006 0.229 -0.255
O -4.773 0.427 -2.078 -0.022 -0.115 0.148
H -1.920 0.882 -2.592 0.075 -0.086 0.150
H -2.225 2.239 -1.478 0.183 -0.226 0.101
H -3.094 2.422 -4.090 -0.013 -0.054 -0.032
H -4.047 3.049 -2.752 -0.059 -0.038 -0.018
H -4.369 0.333 -4.103 0.030 -0.026 0.059
H -5.624 1.497 -3.637 -0.086 -0.157 0.146
O 1.852 -5.535 5.442 -0.124 -0.291 0.152
C 2.635 -5.556 6.346 -0.074 0.376 -0.187
C 3.967 -4.834 6.410 0.275 -0.415 0.285
C 4.660 -5.537 7.572 0.182 0.115 -0.043
C 3.481 -5.968 8.430 0.163 -0.009 0.178
O 2.412 -6.223 7.504 0.041 -0.018 -0.091
H 3.786 -3.778 6.620 -0.026 0.014 -0.122
H 4.516 -4.946 5.479 -0.162 0.207 -0.105
H 5.375 -4.913 8.105 -0.061 -0.003 0.048
H 5.191 -6.417 7.204 -0.014 0.002 0.033
H 3.162 -5.184 9.121 -0.016 0.009 -0.034
H 3.690 -6.872 8.998 -0.202 -0.053 -0.048
O -3.139 3.917 -6.295 -0.132 0.134 0.269
C -4.251 4.362 -6.271 0.094 -0.243 -0.343
C -5.053 4.857 -7.457 -0.263 0.447 0.263
C -6.172 5.644 -6.785 -0.063 0.061 -0.205
C -6.312 4.922 -5.455 -0.244 0.113 0.003
O -4.989 4.451 -5.141 0.079 0.034 -0.055
H -5.432 3.996 -8.010 0.108 -0.013 -0.040
H -4.443 5.483 -8.103 0.128 -0.250 -0.097
H -7.098 5.675 -7.357 -0.018 -0.050 0.061
H -5.847 6.672 -6.616 -0.023 -0.018 0.023
H -6.981 4.061 -5.517 0.037 -0.014 -0.011
H -6.659 5.580 -4.661 0.146 -0.109 0.126
O -0.995 1.413 -4.275 0.622 -0.192 -0.551
C -0.297 1.569 -5.238 -0.182 0.343 0.078
C -0.645 2.327 -6.505 0.447 -0.523 -0.354
C 0.434 1.843 -7.469 -0.109 0.113 -0.135
C 1.587 1.532 -6.529 0.155 0.019 -0.234
O 0.969 1.099 -5.307 -0.097 -0.035 0.025
H -0.571 3.396 -6.310 -0.174 -0.010 0.059
H -1.641 2.075 -6.850 -0.118 0.231 0.235
H 0.692 2.565 -8.242 0.060 0.004 0.047
H 0.102 0.928 -7.962 0.043 0.005 0.004
H 2.199 2.411 -6.316 -0.029 0.002 0.028
H 2.230 0.741 -6.908 0.012 -0.066 0.215
```
Forces are in eV/Å.

Computed properties:
Spin multiplicity: 1
E in Ha: -2709.63239

Partial charges, Löwdin, in e: 0.17 -0.52 -0.04 -0.60 0.87 -0.31 -0.17 0.00 -0.08 -0.09 -0.08 -0.05 0.06 0.12 0.13 0.12 0.11 0.11 0.11 0.11 0.11 -0.49 -0.06 -0.14 -0.15 0.00 0.13 0.13 0.12 0.09 0.09 0.13 0.10 -0.49 -0.09 -0.14 -0.16 0.03 0.10 0.12 0.12 0.11 0.11 0.12 0.10 -0.44 -0.07 -0.16 -0.14 0.04 0.11 0.13 0.09 0.12 0.13 0.12 0.12 -0.48 -0.08 -0.16 -0.16 0.03 0.14 0.12 0.12 0.12 0.13 0.12 0.11 -0.47 -0.07 -0.16 -0.15 0.02 0.13 0.13 0.12 0.12 0.13 0.13 0.11 -0.44 -0.08 -0.15 -0.16 0.04 0.13 0.11 0.12 0.12 0.13 0.12


Entry 2:
A structure of composition C3H8N4O in a non-equilibrium geometry, computed with ωB97M-V/def2-TZVPD.

Geometry as XYZ:
```
16
Properties=species:S:1:pos:R:3:forces:R:3
C -1.264 1.570 0.131 -4.447 -3.387 4.912
C -2.028 -1.101 -0.274 -2.883 1.756 -1.080
C 0.678 -0.838 0.255 -0.198 -2.332 1.584
H -2.345 1.819 -0.024 0.615 0.185 1.263
H -0.802 2.328 -0.389 2.057 0.613 -1.668
H -0.839 1.546 1.425 -1.563 0.387 -4.084
H -1.557 -2.162 -0.733 -0.541 3.100 1.431
H 0.183 -1.470 1.058 0.106 0.864 -1.106
H 2.844 -0.802 1.181 -3.517 -2.652 -2.982
H 2.262 1.035 0.031 0.356 -3.170 -1.417
H 2.569 0.028 -1.400 -0.100 0.933 0.073
N -1.254 0.123 -0.346 3.191 -0.105 -0.469
N 0.167 0.018 -0.509 -1.628 -0.846 -0.326
N 2.008 -1.173 0.055 3.992 3.640 5.283
N 2.633 0.069 -0.389 1.329 1.990 -1.334
O -3.255 -0.991 -0.073 3.231 -0.976 -0.079
```
Forces are in eV/Å.

Computed properties:
Spin multiplicity: 1
E in Ha: -413.09347

Partial charges, natural (NBO), in e: -0.38 0.48 0.19 0.22 0.22 0.17 0.18 0.18 0.38 0.36 0.36 -0.33 -0.31 -0.40 -0.73 -0.59


Entry 3:
A cluster of 5 separate species, C14H28Br2O4 in total in a non-equilibrium geometry, computed with ωB97M-V/def2-TZVPD.

Geometry as XYZ:
```
48
Properties=species:S:1:pos:R:3:forces:R:3
C 3.960 -0.217 -2.935 -0.673 0.016 -0.491
C 5.170 -1.057 -2.676 1.537 -0.040 -0.356
C 6.582 -0.461 -2.937 -1.367 -0.614 0.332
O 5.073 -2.165 -2.210 -0.277 -0.157 0.085
H 4.089 0.612 -3.632 0.288 -0.030 0.087
H 3.522 0.186 -2.022 0.240 -0.072 0.133
H 3.227 -0.902 -3.361 -0.172 0.057 0.015
H 6.561 0.306 -2.163 0.758 0.407 -0.164
H 6.724 -0.051 -3.936 -0.235 0.245 0.158
H 7.334 -1.228 -2.753 -0.110 0.168 0.185
C -4.381 -2.460 1.842 0.341 0.364 -0.262
C -4.704 -1.069 1.324 -1.951 1.223 -0.010
C -3.507 -0.099 1.159 -0.851 0.021 -0.037
O -5.877 -0.690 1.146 2.985 -0.932 0.259
H -4.881 -2.698 2.780 -0.204 0.177 -0.144
H -3.304 -2.522 2.001 -0.028 -0.260 -0.014
H -4.688 -3.176 1.080 0.004 -0.123 0.074
H -2.549 -0.513 0.844 -0.191 -0.394 -0.073
H -3.349 0.322 2.152 0.030 -0.008 0.201
H -3.772 0.736 0.511 -0.102 -0.110 -0.024
C -0.028 2.319 3.753 -0.206 -0.721 -0.830
C -0.893 3.510 3.383 0.365 3.324 1.377
C -2.165 3.391 2.536 0.611 -0.834 0.236
O -0.593 4.641 3.812 -0.471 -2.483 -0.921
H -0.004 2.039 4.806 -0.452 0.401 0.089
H 1.021 2.447 3.487 -0.054 0.430 -0.145
H -0.389 1.459 3.189 0.072 -0.268 0.113
H -2.459 2.344 2.462 -0.246 0.031 0.085
H -1.993 3.716 1.510 0.197 0.211 0.051
H -2.966 3.996 2.963 0.178 -0.046 0.040
C -0.289 -2.512 -2.710 0.754 -0.269 -1.277
C -0.451 -2.256 -1.292 0.990 3.498 2.334
C -1.194 -3.244 -0.436 0.091 0.470 0.280
O 0.029 -1.210 -0.781 -1.201 -2.519 -0.917
H 0.232 -1.735 -3.269 -0.502 0.519 0.334
H -1.247 -2.760 -3.169 0.257 -0.389 -0.183
H 0.466 -3.296 -2.764 -0.444 -0.808 -0.237
H -2.259 -3.226 -0.668 -0.021 -0.222 -0.346
H -1.121 -2.903 0.597 0.227 -0.233 -0.004
H -0.782 -4.245 -0.566 -0.197 -0.046 0.050
Br 2.634 2.881 -0.963 -0.194 -0.614 0.323
C 1.321 1.428 -0.657 -0.081 -0.069 -0.753
C 0.119 1.955 0.101 -0.001 -0.221 0.042
Br -0.851 3.201 -1.087 0.125 -0.304 0.668
H 1.784 0.524 -0.261 0.183 0.496 0.700
H 1.058 1.094 -1.660 -0.269 0.347 0.069
H 0.376 2.401 1.062 0.231 0.670 -0.454
H -0.587 1.184 0.409 0.035 -0.288 -0.680
```
Forces are in eV/Å.

Computed properties:
Spin multiplicity: 1
E in Ha: -5999.17889

Partial charges, natural (NBO), in e: -0.73 0.60 -0.71 -0.55 0.23 0.25 0.23 0.23 0.23 0.23 -0.72 0.59 -0.73 -0.54 0.25 0.21 0.24 0.22 0.23 0.24 -0.73 0.58 -0.72 -0.54 0.25 0.25 0.20 0.20 0.26 0.25 -0.73 0.60 -0.72 -0.59 0.24 0.24 0.25 0.24 0.24 0.24 -0.03 -0.44 -0.44 -0.01 0.25 0.23 0.22 0.24


We obtain HOMO-LUMO gap values of 9.728 9.121 9.959 eV for the records listed above, in that order.
We obtain HOMO energy values of -9.353 -9.090 -9.664 eV for the records listed above, in that order.